No. 1
34
Properties=species:S:1:pos:R:3:forces:R:3 method="wB97M-V/def2-TZVPD" total_energy_ha=-848.103762 e_homo_ev="-5.053 / -8.363" e_lumo_ev="0.8 / -1.5" homo_lumo_gap_ev="5.887 / 6.834" total_charge=0 spin_multiplicity=3
C -3.297370 -2.838110 1.014473 -2.119 -1.404 2.448
C -2.562053 -1.760953 0.585320 3.579 4.985 -5.189
C -3.684788 -3.692656 -0.082383 -1.116 -0.533 -1.207
C -3.153428 -2.930978 -1.272152 -1.549 -3.098 0.554
C -2.487994 -1.822810 -0.875016 1.131 2.677 3.683
C 1.014204 2.657436 1.861233 1.875 3.106 2.066
C -0.242792 3.476648 -0.209100 -0.791 0.244 1.309
C 3.278379 0.455904 0.475589 0.217 -0.901 0.895
C 2.175374 -1.148716 -1.093926 -0.890 1.908 -1.141
C 0.851162 2.610443 0.357314 -1.037 -1.170 0.501
C 1.989692 -0.284698 0.167687 -0.641 1.662 -1.867
O 1.139739 1.416220 -1.859334 0.073 0.180 0.412
P 0.519026 0.955369 -0.385673 0.780 -1.293 0.963
H -3.693073 -3.089349 1.983935 0.314 0.453 0.390
H -2.028551 -0.854463 1.002328 -1.014 -1.544 0.315
H -3.220683 -4.629908 0.167762 0.236 -1.291 -0.684
H -4.782404 -3.905654 -0.198648 0.555 0.080 0.325
H 0.758772 0.804860 -2.476830 -0.125 -0.297 -0.855
H -3.277482 -3.316703 -2.230674 -0.100 -0.292 -1.589
H -2.078668 -1.124751 -1.615837 0.123 -0.025 0.941
H 1.266850 3.834585 2.250124 -0.282 -2.833 -1.457
H 0.146365 2.557884 2.543493 0.322 -1.034 -0.711
H 1.977711 2.080612 2.131109 -2.018 0.747 0.081
H -1.050155 3.104178 0.418457 -0.872 0.599 -0.134
H -0.561892 3.300962 -1.237614 0.539 0.172 0.020
H -0.078533 4.537504 0.040352 -0.105 -0.296 -0.391
H 3.328356 1.345599 -0.132519 0.628 0.149 -0.298
H 3.304814 0.732380 1.526019 -0.081 0.347 0.095
H 4.158328 -0.222562 0.401812 -0.392 0.566 -0.533
H 2.646475 -0.620054 -2.005845 -1.343 -0.344 1.357
H 1.286157 -1.740357 -1.317849 -0.155 0.324 -0.417
H 2.901342 -1.832011 -0.909680 2.284 -2.379 0.926
H 1.778194 2.842072 -0.016885 2.358 0.815 -1.148
H 1.678926 -0.897924 0.992958 -0.383 -0.279 0.340

---

No. 2
33
Properties=species:S:1:pos:R:3:forces:R:3 method="wB97M-V/def2-TZVPD" e_above_lowest_ev=1.738 total_energy_ha=-634.412965 e_homo_ev=-13.846 e_lumo_ev=-2.9 homo_lumo_gap_ev=10.918 total_charge=+1
C 2.031847 -0.983083 0.734000 -0.052 -0.690 0.545
O 2.014751 -2.346712 0.365480 -0.221 -0.117 -0.934
C 1.094467 -0.087913 -0.109114 0.470 -0.340 1.146
C 1.410490 1.404810 0.169450 -1.093 -1.997 -0.313
C 0.943697 2.320012 -0.943811 2.087 0.822 0.408
C 1.657062 3.714172 -0.633662 -2.164 -0.573 -0.040
N 1.292981 -0.556006 -1.535826 -0.163 -0.619 -0.039
H 3.090835 -0.694674 0.665575 -0.320 0.324 -0.080
H 1.738244 -0.946232 1.797082 0.009 0.584 -0.325
H 1.145924 -2.596706 -0.014401 0.105 -0.043 0.782
H 0.073702 -0.395485 0.156888 0.100 0.361 -0.350
H 0.917253 1.613696 1.129057 0.113 0.171 -0.238
H 2.479102 1.433581 0.356143 0.202 0.468 -0.219
H 1.391203 1.997433 -1.883909 -0.004 -0.213 -0.163
H -0.135840 2.282693 -1.114751 0.067 0.505 0.399
H 2.229465 3.685338 0.292141 0.083 -0.210 -0.129
H 2.296038 3.989001 -1.463155 -0.097 0.392 0.001
H 0.827597 4.407526 -0.443021 0.613 0.414 -0.375
H 1.029629 -1.554808 -1.514700 0.146 0.158 -0.219
H 2.272031 -0.518300 -1.823917 0.037 0.101 0.050
H 0.720373 -0.130737 -2.264594 -0.066 0.386 0.264
H -2.264398 0.848217 0.513303 -0.085 -0.403 -0.099
H -3.646984 1.105263 0.030565 -0.297 0.060 -0.364
O -2.836960 0.672783 -0.257843 0.286 0.603 0.234
H -1.430039 -2.512523 -0.363235 0.522 -0.102 -0.270
H -0.671516 -3.748147 -0.020425 0.430 0.263 -0.569
O -0.552165 -2.944535 -0.567683 -0.999 -0.146 0.780
H -2.946478 0.845407 2.901378 0.138 0.615 -0.154
H -2.352231 2.114637 2.136523 -0.545 0.517 0.435
O -2.180661 1.230956 2.450072 0.511 -0.900 -0.164
H -3.122067 -1.041607 -0.385419 0.242 -0.890 0.183
H -3.614701 -1.780503 0.792792 -0.161 -0.487 0.584
O -3.104994 -1.959186 0.005213 0.104 0.990 -0.765

---

No. 3
66
Properties=species:S:1:pos:R:3:forces:R:3 method="wB97M-V/def2-TZVPD" e_above_lowest_ev=2.341 total_energy_ha=-3087.612959 e_homo_ev=-10.165 e_lumo_ev=0.4 homo_lumo_gap_ev=10.529 total_charge=0 smiles="CCOS(C)(=O)=O.CCOS(C)(=O)=O.CCOS(C)(=O)=O.CCOS(C)(=O)=O.CO"
C -1.464688 2.941379 3.497227 -0.307 -0.922 -0.364
C 0.001022 2.652099 3.350487 1.311 0.750 0.045
O 0.414012 2.569399 1.986657 1.094 0.879 -2.540
S 1.861632 3.203349 1.494687 0.463 1.040 0.901
C 3.016172 1.842849 2.091177 0.224 0.581 0.355
O 1.839332 3.167739 0.044827 -0.294 -0.198 1.400
O 2.136702 4.518899 2.147977 -0.811 -3.517 -1.120
H -1.699508 3.201649 4.529327 0.091 0.144 -0.078
H -2.003248 2.020939 3.271727 -0.294 0.068 -0.050
H -1.805728 3.709509 2.803137 0.150 0.121 0.180
H 0.579852 3.507609 3.698557 0.052 -0.284 0.945
H 0.331292 1.674709 3.702247 -0.279 0.263 1.009
H 2.466052 1.053009 2.602667 -0.324 0.152 -0.333
H 3.770262 2.199929 2.792567 -0.424 0.667 0.177
H 3.645532 1.416359 1.310087 -0.705 0.191 -0.574
C -1.714318 -4.243791 3.190147 0.343 -0.873 -0.354
C -0.296138 -4.862151 2.887237 -1.186 0.460 -0.598
O 0.638062 -3.990481 3.458777 2.979 -0.231 1.087
S 2.278442 -4.496541 3.601857 -0.167 2.261 -0.293
C 2.813262 -3.809371 1.968857 0.241 -0.587 1.051
O 2.864162 -3.557831 4.575457 -1.312 -2.326 -1.232
O 2.409562 -5.950601 3.695797 -0.566 2.246 -0.065
H -1.761818 -3.927761 4.232247 -0.245 -0.845 0.195
H -2.439758 -4.971201 2.825837 -0.202 -0.555 0.977
H -2.153728 -3.378561 2.693767 1.395 0.491 -0.718
H -0.119488 -5.874751 3.249897 -0.667 0.001 0.616
H -0.119488 -4.990771 1.819367 -0.077 0.449 -0.443
H 3.704102 -4.345431 1.641547 -0.383 -0.408 -0.209
H 3.168452 -2.799401 2.173587 -0.580 0.017 0.107
H 1.948432 -3.833001 1.305827 0.405 -0.069 -0.148
C 3.413722 0.896429 -3.624013 -0.003 0.738 -0.523
C 1.895932 0.951349 -3.945063 0.431 -0.850 0.726
O 1.501522 2.220369 -3.465593 -1.946 2.498 -0.325
S 0.181912 2.966989 -4.136623 1.286 0.110 0.017
C -0.108018 4.134689 -2.745613 -0.538 -0.826 -0.263
O 0.688432 3.611299 -5.378923 -1.912 -1.618 2.689
O -0.987028 2.045199 -4.090203 2.597 1.707 -0.859
H 4.032882 0.159209 -4.135143 -0.548 -0.322 -0.051
H 3.719892 0.925619 -2.578303 -0.700 -0.398 0.198
H 3.783372 1.859429 -3.976283 0.077 0.076 -0.284
H 1.661712 0.848459 -5.004613 0.316 -0.045 -0.083
H 1.228022 0.312189 -3.367593 0.543 -0.924 -0.251
H -0.549118 3.491999 -1.983713 0.220 -0.143 0.012
H -0.918258 4.805639 -3.030993 0.313 0.143 -0.356
H 0.755582 4.637199 -2.309993 0.124 -0.149 -0.620
C -3.125888 -1.461781 -0.688743 -0.564 0.746 -1.607
C -2.061628 -2.400141 -0.216553 -1.105 -1.208 -0.407
O -1.250288 -1.775191 0.753487 0.525 -0.072 2.078
S 0.198732 -1.290791 0.474687 1.671 1.730 -3.925
C -0.198638 0.341239 -0.387293 0.485 -1.050 0.656
O 0.949462 -0.937501 1.655277 -1.136 -0.983 -0.309
O 0.788272 -2.193671 -0.548093 -0.889 1.400 2.271
H -4.028768 -2.010371 -0.956993 -0.132 -0.145 0.454
H -2.924168 -0.967431 -1.639023 0.504 0.269 0.053
H -3.369008 -0.668131 0.017727 0.001 -0.301 0.220
H -2.616338 -3.203691 0.267927 0.486 -0.115 0.590
H -1.464348 -2.907831 -0.973913 0.113 0.483 -0.152
H -0.391418 0.117999 -1.436633 -0.040 -0.002 0.114
H 0.644662 1.020439 -0.262233 0.133 -0.284 -0.159
H -1.053388 0.820669 0.089827 -0.043 -0.329 0.037
C -4.455058 1.514479 -4.282913 0.686 0.307 -0.614
O -3.454098 1.135259 -3.327283 -1.442 0.004 0.177
H -5.456268 1.730419 -3.910033 0.212 -0.499 0.868
H -4.201558 2.451779 -4.778203 0.365 0.107 -0.099
H -4.546858 0.765009 -5.069023 -0.052 -0.172 -0.001
H -2.592368 1.405409 -3.652913 0.038 0.151 -0.200